DFT (ωB97M-V with the def2-TZVPD basis set) results for a structure of composition C12H55N3O14.

Structure (ORCA input):
```
! wB97M-V def2-TZVPD RIJCOSX def2/J DEFGRID3
* xyz 0 1
C 4.97 -2.22 1.68
C 4.09 -1.14 2.36
C 2.97 -1.94 3.27
O 2.29 -3.11 2.70
C 1.64 -2.76 1.52
N 4.94 -0.40 3.18
H 5.17 -3.11 2.28
H 5.95 -1.87 1.37
H 4.53 -2.60 0.76
H 3.60 -0.46 1.66
H 2.32 -1.12 3.55
H 3.42 -2.37 4.17
H 1.09 -1.84 1.70
H 1.00 -3.58 1.21
H 2.37 -2.49 0.75
H 5.84 -0.86 3.31
H 5.20 0.49 2.78
C -2.53 1.40 1.03
C -1.04 1.68 0.66
C -0.25 0.48 0.22
O 1.08 0.81 0.02
C 1.93 -0.28 0.08
N -1.02 2.72 -0.46
H -2.46 0.45 1.56
H -3.09 1.02 0.18
H -3.11 2.16 1.56
H -0.60 2.16 1.53
H -0.66 0.05 -0.69
H -0.35 -0.15 1.10
H 1.87 -0.80 -0.87
H 1.80 -1.04 0.85
H 2.95 0.11 0.16
H -1.41 2.11 -1.16
H -0.04 2.81 -0.68
C -2.34 -0.94 -0.74
C -3.50 -1.19 -1.75
C -4.68 -0.22 -1.83
O -5.67 -0.65 -2.74
C -6.60 0.48 -2.93
N -2.89 -1.12 -3.10
H -2.19 0.14 -0.87
H -1.46 -1.47 -1.09
H -2.64 -0.96 0.31
H -3.93 -2.19 -1.65
H -4.44 0.84 -1.88
H -5.20 -0.27 -0.87
H -7.41 0.57 -2.20
H -7.01 0.28 -3.92
H -6.20 1.50 -2.94
H -2.68 -2.05 -3.43
H -3.64 -0.82 -3.70
O 2.39 -0.97 -2.22
H 2.19 -0.35 -2.92
H 2.98 -0.49 -1.64
O 1.10 -2.64 -1.94
H 1.78 -3.28 -1.76
H 1.57 -1.81 -2.05
O -0.50 -2.13 -0.58
H -0.89 -1.75 -1.37
H 0.36 -2.43 -0.86
O -1.94 3.61 -1.98
H -1.07 3.50 -1.60
H -2.38 2.78 -1.82
O -2.60 -1.03 2.34
H -3.43 -1.27 1.93
H -1.96 -1.63 1.95
O 4.02 0.63 0.89
H 4.85 0.80 1.33
H 3.36 0.79 1.55
O 2.41 0.87 2.08
H 1.89 0.72 2.87
H 1.76 1.00 1.39
O 3.59 0.32 -1.04
H 3.79 0.00 -0.16
H 4.03 1.17 -1.10
O -1.52 1.34 -2.05
H -2.10 0.60 -2.22
H -0.87 1.31 -2.75
O 0.58 4.03 0.61
H -0.36 3.94 0.41
H 0.61 4.50 1.44
O -2.22 4.05 0.99
H -1.84 3.28 0.57
H -1.60 4.29 1.68
*
```

Computed properties:
Orbital gap ... 8.1 eV
Calculated total energy ... -46438.577 eV
Energy above the lowest of the compared OMol25 structures with the same formula, charge and spin ... 30.499 eV